(1)
Entry from the Open Molecules 2025 dataset: CH4IPS2 as an isolated structure (ωB97M-V/def2-TZVPD).

Cartesian coordinates (Å):
C1 0.8789 -0.7847 -0.3923
P1 -1.2444 1.6480 -0.3397
S1 1.2600 -2.4063 0.0114
S2 -1.1270 -0.2534 0.3880
I1 2.3689 0.6247 0.3801
H1 0.8244 -0.4197 -1.4672
H2 -1.1084 2.3072 0.7968
H3 -2.6140 1.5457 -0.5887
H4 0.7616 -2.2616 1.2117

The calculation puts the HOMO energy at -8.914 eV. For the HOMO-LUMO gap, the calculation gives 8.39 eV. Its net charge is 0. As for the spin multiplicity: 1. The LUMO energy is -0.01930 hartree.

Results of the Mulliken charge analysis, in e, for atoms 1 through 4: -0.604 -0.041 -0.080 -0.059



(2)
Entry from the Open Molecules 2025 dataset: one molecule with the formula CH4IPS2 (ωB97M-V/def2-TZVPD).

Cartesian coordinates (Å):
C1 -1.1505 0.1675 -0.4149
P1 1.7475 -0.6679 0.0290
S1 -0.8497 1.7873 0.3516
S2 -0.1670 -1.1615 0.4178
I1 -3.2499 0.1347 -0.2022
H1 -0.7968 0.0435 -1.4873
H2 2.1162 -1.9724 0.2351
H3 2.0139 -0.3460 1.2986
H4 0.3363 2.0148 -0.2276

The calculation puts the HOMO energy at -8.996 eV. For the HOMO-LUMO gap, the calculation gives 9.07 eV. Its net charge is 0. As for the spin multiplicity: 1. The LUMO energy is 0.00279 hartree.

Results of the Mulliken charge analysis, in e, for atoms 1 through 4: -0.498 -0.070 -0.157 -0.033



Here is how they stack up, most stable first: (2), (1).



(1)
Entry from the Open Molecules 2025 dataset: a 2-piece molecular cluster, C12H12 overall (ωB97M-V/def2-TZVPD).

Cartesian coordinates (Å):
C1 -2.2207 2.2813 -1.8157
C2 -1.4779 1.2871 -2.5172
C3 -0.2157 0.9445 -2.0120
C4 0.2307 1.2668 -0.7034
C5 -0.6856 2.0909 0.1314
C6 -1.8845 2.5887 -0.5346
H1 -3.1828 2.7521 -2.0577
H2 -1.8797 0.8796 -3.4543
H3 0.3948 0.1899 -2.5254
H4 1.0940 0.7591 -0.2534
H5 -0.5031 2.3929 1.1711
H6 -2.5946 3.1746 0.0638
C7 2.4192 -2.0549 0.7893
C8 1.5188 -3.0432 1.2095
C9 0.1686 -2.7509 1.5133
C10 -0.2707 -1.3499 1.5978
C11 0.6057 -0.3706 1.1653
C12 1.9410 -0.7329 0.6960
H7 3.4435 -2.3339 0.5091
H8 1.9092 -4.0602 1.3470
H9 -0.5248 -3.5068 1.9049
H10 -1.1887 -1.1199 2.1547
H11 0.2355 0.6631 1.1697
H12 2.6681 0.0525 0.4508

The calculation puts the HOMO energy at -8.663 eV. For the HOMO-LUMO gap, the calculation gives 9.47 eV. Its net charge is 0. As for the spin multiplicity: 1. The LUMO energy is 0.02973 hartree. Its SMILES is c1ccccc1.c1ccccc1.

Results of the Mulliken charge analysis, in e, for atoms 1 through 4: -0.416 -0.380 -0.420 0.166



(2)
Entry from the Open Molecules 2025 dataset: a 2-piece molecular cluster, C12H12 overall (ωB97M-V/def2-TZVPD).

Cartesian coordinates (Å):
C1 0.1666 2.4722 0.9567
C2 1.3649 2.5563 0.2673
C3 2.2649 1.6854 0.7376
C4 2.0552 0.7393 1.6761
C5 0.8673 0.7176 2.4676
C6 -0.1789 1.5628 2.0494
H1 -0.6906 3.0551 0.5547
H2 1.6032 3.5281 -0.3015
H3 3.3582 1.5865 0.6131
H4 2.7287 -0.0211 1.9540
H5 0.9404 0.2453 3.4224
H6 -1.1892 1.2317 2.3039
C7 -2.1831 -2.2688 -0.7777
C8 -1.5565 -1.3348 -0.0178
C9 -0.3892 -0.7475 -0.6006
C10 -0.0096 -0.9573 -1.9746
C11 -0.8274 -1.6938 -2.7186
C12 -1.8133 -2.3762 -2.2283
H7 -2.8715 -2.9370 -0.3745
H8 -1.9489 -1.5238 0.9949
H9 0.3198 -0.3325 0.1396
H10 0.8053 -0.5144 -2.3033
H11 -0.5670 -1.5488 -3.8974
H12 -2.2493 -3.1244 -2.9431

The calculation puts the HOMO energy at -8.718 eV. For the HOMO-LUMO gap, the calculation gives 9.68 eV. Its net charge is 0. As for the spin multiplicity: 1. The LUMO energy is 0.03546 hartree. Its SMILES is c1ccccc1.c1ccccc1.

Results of the Mulliken charge analysis, in e, for atoms 1 through 4: -0.004 -0.664 -0.052 -0.556



Here is how they stack up, most stable first: (1), (2).



(1)
Entry from the Open Molecules 2025 dataset: H8NaO4 as an isolated structure (ωB97M-V/def2-TZVPD).

Cartesian coordinates (Å):
Na1 -0.0309 0.0314 -0.5755
O1 1.2519 0.6535 0.3914
H1 1.7904 0.2955 1.0972
H2 0.7843 1.3853 0.7938
O2 -1.6223 -0.5106 -0.7867
H3 -2.1779 -0.8246 -1.5000
H4 -1.8977 0.3958 -0.6492
O3 -0.5741 1.0009 1.0348
H5 -0.7870 1.6630 1.6925
H6 -1.0372 0.2156 1.3263
O4 1.1652 -1.1551 -0.9875
H7 1.0762 -1.9785 -0.5076
H8 2.0591 -1.1721 -1.3295

The calculation puts the HOMO energy at -14.857 eV. For the HOMO-LUMO gap, the calculation gives 11.11 eV. Its net charge is +1. As for the spin multiplicity: 1. The LUMO energy is -0.13788 hartree.

Results of the Mulliken charge analysis, in e, for atoms 1 through 4: 1.076 -0.670 0.302 0.375



(2)
Entry from the Open Molecules 2025 dataset: H8NaO4 as an isolated structure (ωB97M-V/def2-TZVPD).

Cartesian coordinates (Å):
Na1 0.1241 0.3431 0.2020
O1 1.5896 0.9637 -0.3501
H1 2.3247 0.3748 -0.5207
H2 1.9856 1.8338 -0.3011
O2 -1.2727 0.6166 -0.8732
H3 -0.7787 0.8003 -1.6722
H4 -1.9135 1.3256 -0.8189
O3 -1.2312 -0.4089 1.2431
H5 -1.8948 -0.1389 1.8779
H6 -1.7322 -0.6972 0.4801
O4 0.6975 -1.3956 0.0986
H7 0.4477 -2.2276 0.5006
H8 1.6540 -1.3897 0.1339

The calculation puts the HOMO energy at -15.929 eV. For the HOMO-LUMO gap, the calculation gives 12.25 eV. Its net charge is +1. As for the spin multiplicity: 1. The LUMO energy is -0.13510 hartree.

Results of the Mulliken charge analysis, in e, for atoms 1 through 4: 1.171 -0.630 0.279 0.299



Here is how they stack up, most stable first: (2), (1).



(1)
Entry from the Open Molecules 2025 dataset: an isolated ion of composition C10H12N3O and charge +1 (ωB97M-V/def2-TZVPD).

Cartesian coordinates (Å):
N1 2.8236 -0.4132 1.5336
N2 2.1746 -1.3377 1.7679
C1 1.1119 -2.1415 1.6765
C2 0.2599 -1.7403 0.2821
N3 -0.4023 -0.5699 0.3455
C3 -1.8100 -0.6733 0.5255
C4 -2.6027 -1.6657 -0.2932
O1 -2.0961 -2.4364 -1.0884
C5 0.0878 0.6495 -0.2454
C6 -0.6318 1.1938 -1.2938
C7 -0.3209 2.4019 -1.9226
C8 0.8039 3.0552 -1.5312
C9 1.5715 2.5647 -0.4977
C10 1.1731 1.3775 0.2047
H1 0.6283 -1.9884 2.7359
H2 1.5654 -3.1882 1.5217
H3 1.0555 -1.6496 -0.4333
H4 -0.3866 -2.6196 0.1012
H5 -2.3529 0.2575 0.7616
H6 -1.9636 -1.1816 1.5396
H7 -3.6710 -1.6528 -0.1552
H8 -1.4681 0.6086 -1.5703
H9 -0.8411 2.8388 -2.7763
H10 1.1357 4.0748 -2.0156
H11 2.3906 3.1284 -0.1903
H12 1.7653 1.1075 1.0175

The calculation puts the HOMO energy (alpha / beta) at -12.417 / -12.417 eV. For the HOMO-LUMO gap (alpha / beta), the calculation gives 6.94 / 6.94 eV. Its net charge is +1. As for the spin multiplicity: 1. The LUMO energy (alpha / beta) is -0.20127 / -0.20132 hartree. Its SMILES is N#[N+]CCN(CC=O)c1ccccc1.

Results of the Mulliken charge analysis, in e, for atoms 1 through 4: -0.321 0.541 -0.251 -0.847



(2)
Entry from the Open Molecules 2025 dataset: a 2-piece molecular cluster, C10H12N3O overall (ωB97M-V/def2-TZVPD).

Cartesian coordinates (Å):
C1 3.4981 -0.9015 -0.2474
C2 2.6318 -1.4526 0.7019
C3 3.0665 0.0830 -1.1281
C4 1.2449 -1.1866 0.6083
C5 1.7197 0.5295 -1.0584
C6 0.7816 -0.2013 -0.3259
C7 -2.7120 1.3058 -0.5404
C8 -3.0564 -0.9057 -0.1648
C9 -1.2783 1.1834 -0.9991
C10 -0.7122 -0.0534 -0.4229
N1 -3.4650 0.3668 -0.1342
N2 -1.5005 -1.0403 -0.1175
N3 -0.9565 0.8756 1.7827
O1 -3.7054 -1.8921 -0.2147
H1 4.5874 -1.1827 -0.0522
H2 3.0737 -2.1889 1.3273
H3 3.7992 0.5308 -1.7948
H4 0.4070 -1.5486 1.2670
H5 1.3268 1.2566 -1.6759
H6 -3.1175 2.3561 -0.5108
H7 -0.9390 1.2461 -2.1163
H8 -0.8003 2.0191 -0.6158
H9 -1.2734 -1.9896 -0.0125
H10 -1.0481 1.9023 2.0842
H11 -0.0016 0.6412 2.2520
H12 -1.5705 0.2471 2.1084

The calculation puts the HOMO energy at -13.417 eV. For the HOMO-LUMO gap, the calculation gives 8.65 eV. Its net charge is +1. As for the spin multiplicity: 1. The LUMO energy is -0.17502 hartree.

Results of the Mulliken charge analysis, in e, for atoms 1 through 4: -0.223 -0.869 -0.744 -0.378



(3)
Entry from the Open Molecules 2025 dataset: an isolated ion of composition C10H12N3O and charge +1 (ωB97M-V/def2-TZVPD).

Cartesian coordinates (Å):
N1 0.7616 2.2527 -0.7539
C1 0.4191 1.0393 -1.1432
C2 0.4006 0.6355 -2.6739
C3 0.4300 -0.9914 -2.4769
C4 -0.6217 -2.0157 -2.4480
O1 -0.5506 -3.3073 -2.2830
N2 0.2065 -1.1983 -1.0443
N3 0.0224 0.0174 -0.4121
C5 -0.3035 -0.0112 0.9805
C6 -0.8922 1.1464 1.4734
C7 -0.9223 1.2818 2.8930
C8 -0.2738 0.3887 3.7055
C9 0.2096 -0.7953 3.1866
C10 0.1111 -0.9909 1.8434
H1 1.0938 2.4638 0.2441
H2 0.6452 3.1292 -1.3445
H3 1.2558 1.0372 -3.1073
H4 -0.6228 0.9794 -2.9692
H5 1.4608 -1.2357 -2.7759
H6 -1.6256 -1.6303 -2.4267
H7 0.3245 -3.6230 -2.4262
H8 -1.2824 1.8546 0.7604
H9 -1.2982 2.2699 3.1479
H10 -0.1633 0.6718 4.7746
H11 0.5176 -1.5297 3.8433
H12 0.6977 -1.8391 1.4325

The calculation puts the HOMO energy (alpha / beta) at -11.791 / -11.791 eV. For the HOMO-LUMO gap (alpha / beta), the calculation gives 8.42 / 8.42 eV. Its net charge is +1. As for the spin multiplicity: 1. The LUMO energy (alpha / beta) is -0.12388 / -0.12387 hartree. Its SMILES is [NH2+]=C1C[C@@H]2[C@@H](O)N2N1c1ccccc1.

Results of the Mulliken charge analysis, in e, for atoms 1 through 4: -0.401 0.407 -0.827 -0.205



Here is how they stack up, most stable first: (2), (3), (1).